Record 1
This record from the Open Molecules 2025 dataset describes the ion C20H25BBr2N3O4 with charge +1. The level of theory is ωB97M-V with the def2-TZVPD basis set.

The geometry in XYZ format:
```
55
Properties=species:S:1:pos:R:3:forces:R:3:lowdin_charge:R:1
C 2.993241 -3.096096 -1.131138 0.042 0.228 0.256 -0.099
C 3.658412 -2.755258 0.206742 -0.542 -0.319 -0.114 -0.221
C 2.627460 -2.524543 1.332574 0.412 0.035 0.119 -0.191
N 2.646221 -1.156048 1.896096 -0.190 0.007 -0.206 0.018
C 1.876275 -0.199051 1.230376 0.127 0.011 -0.265 -0.202
C 2.431255 0.820856 0.505835 -0.152 0.007 0.136 0.077
C 1.639000 1.797393 -0.131812 0.330 -0.037 0.180 -0.017
B 2.415212 2.909275 -0.959686 -0.354 0.123 -0.065 -0.653
O 3.035561 3.890866 -0.263302 0.207 -0.301 -0.001 0.230
O 2.399098 2.886773 -2.331228 0.643 -0.011 0.176 0.034
C 2.982997 1.753608 -2.986724 -0.422 -0.165 -0.068 -0.039
C 0.264719 1.764875 -0.081237 0.066 -0.009 -0.035 -0.139
C -0.400569 2.901200 -0.819668 -0.080 -0.089 -0.098 -0.103
C -0.651355 2.687152 -2.307630 -0.045 0.369 -0.272 -0.719
O -0.787832 3.542235 -3.102091 -0.021 -0.258 0.218 0.109
Br -0.768360 0.796714 -2.890889 0.012 -0.042 0.011 0.769
C -0.372709 0.698523 0.641019 0.044 0.043 0.035 -0.023
C -1.781140 0.506317 0.748282 0.013 -0.060 0.106 -0.154
C -2.800277 1.350856 0.049981 -0.213 0.073 0.001 -0.130
C -3.281810 2.588920 0.795073 -0.133 0.380 0.029 -0.775
O -3.971726 3.412967 0.309114 0.170 -0.234 0.075 0.099
Br -2.693671 2.749735 2.648656 -0.019 -0.052 -0.102 0.812
N -2.271676 -0.475334 1.516133 -0.114 0.097 -0.023 0.008
C -3.720613 -0.742329 1.681879 0.097 -0.132 0.088 -0.067
C -4.220663 -1.821645 0.735194 -0.150 -0.091 -0.026 -0.387
C -3.710072 -1.933156 -0.677335 0.103 -0.125 0.099 -0.010
N -5.044341 -2.617882 1.265275 0.004 -0.008 0.046 0.169
C -1.471253 -1.322922 2.218995 0.134 -0.271 0.027 0.003
C -0.132854 -1.238557 2.123161 -0.002 0.006 0.061 0.046
C 0.458177 -0.248281 1.318809 -0.085 0.035 -0.085 -0.045
H 2.561195 -2.194594 -1.568462 -0.079 -0.040 -0.123 0.065
H 2.189760 -3.815526 -0.976278 -0.002 -0.096 -0.079 0.073
H 3.703950 -3.525366 -1.832574 0.018 0.044 -0.093 0.074
H 4.270239 -1.861095 0.086602 0.215 -0.064 0.067 0.101
H 4.289813 -3.591030 0.503329 0.239 0.128 -0.014 0.106
H 1.629553 -2.745197 0.959547 -0.074 0.067 0.019 0.101
H 2.826516 -3.211969 2.153655 -0.061 -0.037 0.044 0.118
H 3.602556 -0.832096 1.948961 0.051 -0.046 0.156 0.124
H 3.512345 0.874444 0.439536 0.025 0.063 -0.033 0.138
H 3.682951 4.362045 -0.802313 -0.200 0.306 -0.053 0.132
H 4.010061 1.594650 -2.658564 0.073 0.080 -0.043 0.099
H 2.403368 0.849165 -2.785737 -0.017 -0.020 0.011 0.069
H 2.965406 1.947203 -4.053730 0.038 0.031 -0.039 0.102
H -1.329172 3.250337 -0.380049 -0.023 0.060 -0.053 0.109
H 0.233658 3.788307 -0.801975 0.060 -0.002 0.096 0.141
H -3.709865 0.791581 -0.154637 0.029 -0.019 -0.012 0.119
H -2.469640 1.671268 -0.929425 0.048 -0.049 -0.002 0.077
H -4.287315 0.180467 1.634228 -0.043 0.001 -0.103 0.121
H -3.862781 -1.140731 2.681342 0.024 0.127 0.076 0.132
H -2.858552 -2.617133 -0.689665 0.063 0.008 -0.014 0.098
H -4.487891 -2.375742 -1.293867 0.000 0.052 -0.127 0.093
H -3.373162 -1.001701 -1.125715 -0.075 0.042 -0.030 0.057
H -5.373676 -3.318047 0.601643 -0.071 -0.001 -0.011 0.075
H -1.952989 -2.076385 2.821782 -0.184 0.081 -0.002 0.150
H 0.476946 -1.930000 2.681932 0.065 0.073 0.056 0.129
```
Forces are in eV/Å.

Computed properties:
**Charge**: +1
**E_HOMO**: -11.62 eV
**LUMO level**: -4.31 eV
**SMILES string**: [H]/N=C(\C)C[n+]1ccc2c(NCCC)cc(B(O)OC)c(CC(=O)Br)c2c1CC(=O)Br
**Kohn-Sham gap**: 7.31 eV

Record 2
This record from the Open Molecules 2025 dataset describes a structure of composition C20H25BBrN3O4Se2Te2V in a non-equilibrium geometry. The level of theory is ωB97M-V with the def2-TZVPD basis set.

The geometry in XYZ format:
```
59
Properties=species:S:1:pos:R:3:forces:R:3:lowdin_spin:R:1
V 7.371896 7.404412 5.696089 0.363 0.948 -0.888 1.394
Br 4.937109 6.243304 11.224283 -0.634 -0.010 0.481 0.002
C 5.831833 7.328309 9.988800 0.297 -0.819 -0.962 -0.003
C 5.377773 7.431750 8.702283 -0.312 0.591 -1.317 0.011
C 6.267885 7.867664 7.681805 0.432 0.745 1.328 0.042
C 7.631196 8.172077 7.992693 -0.027 0.618 1.446 -0.004
C 8.052266 8.158822 9.371117 -0.057 -0.590 -1.707 0.004
C 7.150783 7.627721 10.273414 1.684 0.111 1.318 -0.002
N 8.434639 8.526022 6.911128 -3.916 -2.513 -0.988 0.036
C 9.390808 9.388495 6.819256 2.299 2.835 -0.463 0.068
C 10.396595 9.519951 7.809844 -1.291 -0.044 -1.088 0.020
C 11.251661 8.476948 8.210345 -0.439 -1.495 -0.979 0.011
C 12.020221 8.646669 9.300144 -0.060 0.253 0.674 0.008
C 11.994048 9.895826 10.008226 -1.026 -0.615 -2.175 0.013
C 11.313876 10.955150 9.435534 1.587 -0.258 1.130 0.003
N 10.477183 10.755490 8.375599 0.665 0.965 0.765 0.020
H 4.329896 7.224676 8.420705 0.695 0.002 0.262 0.000
H 5.820527 8.268477 6.725568 0.119 -0.401 0.703 0.001
H 9.107409 8.444252 9.560939 -1.039 -0.531 0.398 0.001
H 7.515617 7.303752 11.259669 -0.142 0.648 -0.309 0.000
H 9.328340 10.221814 6.052307 -0.053 -1.376 0.624 0.003
H 11.256361 7.535111 7.593529 0.013 1.053 0.619 0.001
H 12.668928 7.846905 9.650655 -0.080 0.161 -0.086 0.000
H 12.526685 9.805348 10.899512 0.926 1.240 1.316 0.001
H 11.563408 11.990926 9.713607 -0.789 -0.541 0.157 0.000
N 13.382623 7.983152 3.129790 -0.888 0.586 -1.015 0.000
C 13.970615 7.665164 4.406312 -0.824 0.235 1.558 0.000
C 13.170400 6.561155 5.193064 2.194 -2.785 1.278 0.000
O 11.950560 6.475304 5.015978 -0.687 0.713 -0.019 0.000
O 13.880717 5.755777 5.963290 -1.357 2.562 -1.743 0.001
H 13.944253 8.525343 2.473990 0.103 -0.172 0.641 0.000
H 12.458559 8.429815 3.169906 0.570 -0.567 0.307 0.000
H 13.948664 8.507927 5.175115 0.426 -0.453 -0.896 0.000
H 14.981682 7.316677 4.247718 0.221 0.004 0.184 0.000
Se 7.578321 8.835279 3.775782 -0.764 -0.493 0.578 -0.112
Te 5.044911 8.808476 4.501650 1.099 -0.162 -0.474 -0.029
Te 6.445131 5.025491 6.455903 -0.920 -0.714 -0.076 0.296
Se 8.733438 5.416191 5.786602 0.888 0.554 -0.315 0.207
C 8.918985 14.467190 5.702066 -0.823 1.166 1.427 0.000
C 8.513201 13.344242 6.659064 -1.992 0.108 -0.514 0.000
C 7.292033 12.544535 6.051793 0.155 0.553 -0.527 0.001
O 9.583921 12.434390 6.748528 0.449 -1.281 0.592 0.002
B 9.528751 11.860423 8.004539 1.228 0.922 -0.825 0.004
O 8.836060 12.610726 8.895101 -0.031 -0.576 0.033 0.000
C 8.272071 13.743906 8.168504 -0.414 0.313 0.515 0.000
C 6.824415 13.916502 8.657104 0.121 -1.914 -0.084 0.000
C 9.039996 14.984610 8.563210 0.095 0.245 0.467 0.000
H 8.902524 14.146248 4.680975 -0.161 -0.330 -0.538 0.000
H 9.933702 14.831985 5.915569 -0.375 -0.019 0.075 0.000
H 8.167276 15.305250 5.846428 0.959 -0.770 -0.399 0.000
H 7.708987 12.119398 5.103458 -0.590 -0.154 0.897 0.000
H 6.401360 13.162365 5.740408 1.031 -0.258 0.492 0.000
H 6.897209 11.770619 6.746509 0.526 0.245 -0.604 0.000
H 6.269587 12.940114 8.631998 0.520 0.885 -0.100 0.000
H 6.342116 14.595724 8.002943 -0.704 0.771 -0.597 0.000
H 6.755710 14.284103 9.684394 0.330 0.030 -0.166 0.000
H 10.076619 14.929943 8.247721 0.155 0.145 -0.087 0.000
H 9.005733 15.129537 9.643878 0.124 -0.327 0.086 0.000
H 8.557939 15.883316 8.180852 0.120 -0.037 -0.412 0.000
```
Forces are in eV/Å.

Computed properties:
**Charge**: -1
**E_HOMO (spin up / spin down)**: -4.22 / -3.66 eV
**LUMO level (spin up / spin down)**: 0.80 / 0.08 eV
**Spin multiplicity**: 3
**Kohn-Sham gap (spin up / spin down)**: 5.02 / 3.74 eV